This record from OMol25 describes 2 unconnected molecules or ions with the total composition C5H9N3 in a non-equilibrium geometry. The level of theory is ωB97M-V with the def2-TZVPD basis set.

ORCA input file:
```
! RIJCOSX wB97M-V def2-TZVPD def2/J DEFGRID3
* xyz 0 1
C 0.68 1.35 0.00
C -0.79 1.51 -0.19
C -1.84 0.66 -0.07
C -1.72 -0.65 0.38
C 0.39 -1.15 -0.40
H 2.56 -0.58 1.20
H 2.77 0.97 -0.20
H 1.13 1.88 -0.84
H 1.35 1.87 0.83
H -1.10 2.45 -0.41
H -2.87 0.99 -0.08
H -1.29 -0.33 1.50
H -2.59 -1.21 0.34
H 1.17 -1.97 -0.63
N 2.46 -0.37 0.06
N 1.03 0.00 0.16
N -0.83 -1.69 -0.22
*
```

Output
* E_LUMO: 0.5 eV
* Kohn-Sham gap: 9.145 eV
* energy relative to the best compared isomer or geometry (same formula, charge and spin): 6.992 eV
* M: 111.1 u
* highest occupied orbital energy: -0.3192 Eh
* E: -359.9403 Eh